No. 1
{"formula": "C11H13F6NOPb", "method": "ωB97M-V/def2-TZVPD", "elements": ["C", "C", "C", "C", "C", "Pb", "N", "C", "C", "H", "H", "H", "H", "H", "H", "H", "H", "H", "H", "C", "C", "O", "C", "F", "F", "F", "C", "F", "F", "F", "H", "H", "H"], "coordinates": [[3.5965, -2.0545, 0.8922], [2.8201, -3.0720, 0.2156], [1.6398, -3.2697, 0.8775], [1.6358, -2.3318, 2.0595], [2.8738, -1.6538, 1.9895], [0.5968, -0.4881, 0.5067], [1.0778, 1.2052, -1.7317], [1.2371, 1.0034, -3.2802], [1.0688, -0.3691, -3.5309], [0.8250, -4.0294, 0.6826], [3.1078, -3.6134, -0.6978], [0.8017, -2.2647, 2.7987], [3.1915, -0.9374, 2.7700], [4.5610, -1.7136, 0.5731], [1.9450, -1.0696, -3.5010], [2.2731, 1.4106, -3.6135], [1.0435, 2.1989, -1.1003], [0.1203, -0.8757, -3.7982], [0.3149, 1.6408, -3.4422], [-2.0478, 2.7460, 0.2366], [-2.0916, 1.3776, 0.8376], [-0.8411, 0.8841, 1.2782], [-2.7801, 1.3518, 2.2493], [-4.0538, 1.8021, 2.1859], [-2.8259, 0.1123, 2.8388], [-2.0058, 2.1755, 3.0668], [-2.8413, 0.3899, -0.1706], [-4.1388, 0.7666, -0.3992], [-2.1336, 0.4097, -1.3927], [-2.8734, -0.9059, 0.2873], [-1.5395, 3.3938, 0.9441], [-3.0616, 3.0696, 0.0638], [-1.4959, 2.7111, -0.6954]], "nbo_charge": [-0.350, -0.317, -0.352, -0.512, -0.339, 1.118, -1.189, -0.329, -0.692, 0.199, 0.194, 0.208, 0.192, 0.194, 0.155, 0.146, 0.252, 0.160, 0.172, -0.658, 0.123, -0.977, 0.969, -0.348, -0.329, -0.343, 0.950, -0.348, -0.314, -0.328, 0.224, 0.198, 0.268], "gap_ev": [4.2, 2.7], "homo_ev": [1.0, 2.5], "total_charge": -2}



No. 2
{"formula": "C11H13FN2O2S", "method": "ωB97M-V/def2-TZVPD", "elements": ["C", "C", "F", "C", "C", "C", "C", "O", "C", "N", "S", "N", "C", "C", "C", "C", "O", "H", "H", "H", "H", "H", "H", "H", "H", "H", "H", "H", "H", "H"], "coordinates": [[2.7016, 2.4565, 1.5090], [2.7213, 1.0527, 0.7384], [2.5687, 0.0512, 1.7320], [1.5832, 1.0704, -0.3680], [0.7242, -0.2310, -0.4573], [1.2808, -1.6522, -0.3490], [0.4604, -2.8711, -0.4614], [1.0559, -4.1409, -0.3349], [-1.0256, -2.8116, -0.7373], [-1.9481, -3.8198, -0.8774], [-3.4366, -3.0750, -1.1786], [-2.9231, -1.4787, -1.0806], [-1.5597, -1.3734, -0.8340], [-0.7324, -0.0980, -0.7033], [-1.5079, 1.2571, -0.8447], [-2.5550, 1.3491, 0.3733], [-3.9191, 1.1925, -0.0519], [3.2974, 3.2484, 0.9641], [3.1712, 2.3634, 2.5394], [1.6384, 2.7967, 1.6809], [3.7450, 1.0034, 0.2575], [2.1137, 1.2045, -1.3673], [0.9808, 2.0046, -0.2184], [2.3808, -1.7527, -0.1663], [1.1407, -4.2898, 0.6294], [-0.8577, 2.1698, -0.8898], [-2.1092, 1.2279, -1.8054], [-2.3359, 0.4996, 1.0920], [-2.4387, 2.3268, 0.9379], [-4.2154, 0.3195, 0.2718]], "nbo_charge": [-0.652, 0.213, -0.370, -0.476, 0.009, -0.237, 0.282, -0.692, 0.082, -0.567, 0.854, -0.621, 0.121, -0.011, -0.473, -0.057, -0.724, 0.220, 0.232, 0.208, 0.170, 0.234, 0.231, 0.237, 0.487, 0.218, 0.251, 0.172, 0.177, 0.481], "gap_ev": 7.5, "homo_ev": -8.4, "smiles": "C[C@@H](F)Cc1cc(O)c2nsnc2c1CCO"}



No. 3
{"formula": "C11H13I2N", "method": "ωB97M-V/def2-TZVPD", "elements": ["C", "C", "C", "C", "C", "C", "C", "C", "C", "C", "C", "N", "I", "I", "H", "H", "H", "H", "H", "H", "H", "H", "H", "H", "H", "H", "H"], "coordinates": [[0.4854, 1.2523, 0.0864], [0.4372, -1.0554, 0.7938], [1.1925, 1.5951, 1.2468], [1.0478, -0.6098, 1.9372], [0.1575, -0.0935, -0.1081], [1.2954, 0.7111, 2.2491], [-1.0044, -0.9684, -3.3514], [-0.7322, 0.3534, -2.6157], [-0.7461, -1.6912, -1.9758], [-0.7800, -0.3602, -1.3237], [1.8609, 1.1005, 3.6519], [-2.4136, -0.1967, -0.6749], [-2.8327, -1.5015, 0.8438], [-2.7621, 1.7849, -0.2036], [0.4299, 1.9465, -0.7047], [0.1785, -2.0544, 0.7411], [1.5767, 2.5937, 1.3766], [1.1760, -1.3583, 2.7754], [-1.9718, -1.0840, -3.6560], [-0.3940, -1.2020, -4.1775], [0.2422, 0.7528, -2.9436], [-1.3476, 1.1808, -2.6041], [-1.6132, -2.3523, -1.5865], [0.2978, -2.1435, -2.0120], [1.3532, 1.7042, 4.3718], [1.9922, 0.2101, 4.2784], [2.8744, 1.4859, 3.5851]], "nbo_charge": [-0.195, -0.174, -0.200, -0.202, -0.089, -0.023, -0.381, -0.473, -0.464, 0.230, -0.637, -0.877, 0.334, 0.319, 0.215, 0.217, 0.208, 0.202, 0.208, 0.204, 0.227, 0.229, 0.236, 0.231, 0.226, 0.213, 0.217], "gap_ev": 7.8, "relative_energy_kj_mol": 0.00, "homo_ev": -8.4}



Please write out number 2 again, unchanged.
{"formula": "C11H13FN2O2S", "method": "ωB97M-V/def2-TZVPD", "elements": ["C", "C", "F", "C", "C", "C", "C", "O", "C", "N", "S", "N", "C", "C", "C", "C", "O", "H", "H", "H", "H", "H", "H", "H", "H", "H", "H", "H", "H", "H"], "coordinates": [[2.7016, 2.4565, 1.5090], [2.7213, 1.0527, 0.7384], [2.5687, 0.0512, 1.7320], [1.5832, 1.0704, -0.3680], [0.7242, -0.2310, -0.4573], [1.2808, -1.6522, -0.3490], [0.4604, -2.8711, -0.4614], [1.0559, -4.1409, -0.3349], [-1.0256, -2.8116, -0.7373], [-1.9481, -3.8198, -0.8774], [-3.4366, -3.0750, -1.1786], [-2.9231, -1.4787, -1.0806], [-1.5597, -1.3734, -0.8340], [-0.7324, -0.0980, -0.7033], [-1.5079, 1.2571, -0.8447], [-2.5550, 1.3491, 0.3733], [-3.9191, 1.1925, -0.0519], [3.2974, 3.2484, 0.9641], [3.1712, 2.3634, 2.5394], [1.6384, 2.7967, 1.6809], [3.7450, 1.0034, 0.2575], [2.1137, 1.2045, -1.3673], [0.9808, 2.0046, -0.2184], [2.3808, -1.7527, -0.1663], [1.1407, -4.2898, 0.6294], [-0.8577, 2.1698, -0.8898], [-2.1092, 1.2279, -1.8054], [-2.3359, 0.4996, 1.0920], [-2.4387, 2.3268, 0.9379], [-4.2154, 0.3195, 0.2718]], "nbo_charge": [-0.652, 0.213, -0.370, -0.476, 0.009, -0.237, 0.282, -0.692, 0.082, -0.567, 0.854, -0.621, 0.121, -0.011, -0.473, -0.057, -0.724, 0.220, 0.232, 0.208, 0.170, 0.234, 0.231, 0.237, 0.487, 0.218, 0.251, 0.172, 0.177, 0.481], "gap_ev": 7.5, "homo_ev": -8.4, "smiles": "C[C@@H](F)Cc1cc(O)c2nsnc2c1CCO"}